(1)
71
Properties=species:S:1:pos:R:3:mulliken_charge:R:1 method="wB97M-V/def2-TZVPD" energy_ev=-149395.9678 largest_force_ha_per_bohr=0.1003 homo_lumo_gap_ev=1.9 e_homo_ev=-8.483 multiplicity=1 lumo_ha=-0.2429 e_above_lowest_kcal_mol=0.0 total_charge=+1
C -4.33 -4.72 2.75 -0.68
C -2.79 -4.60 2.70 0.61
O -2.18 -5.21 3.52 -0.39
O -2.14 -3.80 1.79 -0.13
C -0.90 -3.35 2.44 0.34
C -0.16 -2.21 1.67 -1.08
C -0.32 -2.22 0.13 1.44
C -1.31 -1.22 -0.58 -0.01
C -0.76 -1.41 -2.09 -0.02
C 0.81 -1.23 -1.68 0.32
O 1.68 -0.84 -2.34 -0.58
O 0.96 -1.65 -0.30 -0.40
H -4.85 -3.77 2.46 0.34
H -4.70 -5.62 2.18 -0.15
H -4.58 -4.93 3.81 0.31
H -0.20 -4.20 2.55 0.33
H -1.21 -2.92 3.42 -0.29
H -0.42 -1.24 2.14 0.33
H 0.92 -2.35 1.86 0.32
H -0.45 -3.28 -0.31 -1.07
H -2.40 -1.44 -0.56 0.29
H -1.08 -0.15 -0.39 0.34
H -0.88 -2.52 -2.40 -0.51
H -1.13 -0.72 -2.88 0.36
Li -3.13 -1.83 -3.26 0.61
F 3.21 -2.26 -1.81 -0.45
Be -4.56 -6.59 0.46 0.35
Br -0.69 -7.08 3.32 -0.39
Cl 2.08 -3.09 -3.49 -0.38
Ca -3.17 -5.73 -1.84 0.04
B -6.13 -2.08 4.63 0.56
F -6.83 -3.21 4.11 -0.43
F -6.81 -0.90 4.28 -0.38
F -6.05 -2.19 6.03 -0.39
F -4.82 -2.06 4.08 -0.37
C -1.76 -2.45 6.13 -0.24
O -0.56 -3.22 6.03 -0.53
H -1.51 -1.45 6.49 0.28
H -2.24 -2.37 5.16 -0.02
H -2.45 -2.92 6.84 0.25
H -0.81 -4.10 5.72 0.31
C 3.32 1.99 -2.67 -1.48
C 2.24 3.08 -2.77 1.26
C 1.76 3.44 -1.35 -1.05
C 2.76 4.22 -0.49 -0.80
C 3.72 5.08 -1.31 -1.24
C 3.22 5.47 -2.71 1.23
N 2.89 4.23 -3.44 0.99
O 2.52 4.41 -4.55 -0.38
C 4.40 6.16 -3.42 -1.73
C 2.06 6.47 -2.60 -1.49
C 1.06 2.48 -3.51 -1.53
H 3.66 1.68 -3.67 0.48
H 2.93 1.10 -2.17 0.24
H 4.20 2.32 -2.12 0.37
H 0.84 4.03 -1.43 0.49
H 1.47 2.53 -0.82 0.42
H 2.20 4.85 0.21 0.36
H 3.33 3.53 0.13 0.34
H 3.98 5.98 -0.74 0.55
H 4.67 4.53 -1.41 0.41
H 5.23 5.47 -3.57 0.44
H 4.77 7.00 -2.82 0.41
H 4.11 6.57 -4.39 0.42
H 2.39 7.35 -2.06 0.41
H 1.20 6.07 -2.07 0.33
H 1.72 6.80 -3.59 0.44
H 0.69 1.61 -2.97 0.09
H 1.32 2.13 -4.51 0.44
H 0.23 3.19 -3.60 0.51
Cs -0.26 -4.63 -2.36 1.19

(2)
24
Properties=species:S:1:pos:R:3:nbo_charge:R:1 method="wB97M-V/def2-TZVPD" energy_ev=-8554.0459 smiles="C/C=C/C.C/C=C/C" largest_force_ha_per_bohr=0.0311 homo_lumo_gap_ev=10.2 e_homo_ev=-9.059 multiplicity=1 lumo_ha=0.0419 e_above_lowest_kcal_mol=24.6 total_charge=0
C 1.75 -3.51 0.55 -0.64
C 1.87 -2.07 1.13 -0.18
C 0.85 -1.23 1.34 -0.19
C 0.98 0.19 1.92 -0.64
H 0.70 -3.82 0.39 0.21
H 2.23 -4.27 1.19 0.22
H 2.26 -3.49 -0.43 0.21
H 2.89 -1.87 1.50 0.19
H -0.14 -1.43 0.93 0.19
H 2.01 0.33 2.28 0.21
H 0.29 0.30 2.77 0.21
H 0.76 0.99 1.19 0.22
C -0.08 1.34 -2.67 -0.64
C -1.18 1.91 -1.82 -0.18
C -1.50 1.46 -0.59 -0.19
C -2.69 1.95 0.19 -0.64
H -0.45 0.68 -3.48 0.22
H 0.60 0.75 -2.04 0.21
H 0.48 2.17 -3.13 0.21
H -1.80 2.65 -2.35 0.19
H -0.91 0.69 -0.07 0.19
H -2.33 2.19 1.21 0.21
H -3.51 1.23 0.27 0.22
H -3.07 2.88 -0.27 0.21

(3)
11
Properties=species:S:1:pos:R:3:nbo_charge:R:1 method="wB97M-V/def2-TZVPD" energy_ev=-12835.6622 smiles="O=C(O)C1=NOCO1" largest_force_ha_per_bohr=0.1076 homo_lumo_gap_ev=9.4 e_homo_ev=-10.352 multiplicity=1 lumo_ha=-0.0352 e_above_lowest_kcal_mol=107.5 total_charge=0
O -1.59 2.13 1.08 -0.46
C -1.41 1.13 0.51 0.72
O -2.51 0.63 -0.21 -0.67
C -0.14 0.39 0.21 0.32
N 0.78 0.43 1.23 -0.08
O 2.01 0.01 0.52 -0.37
C 1.43 -0.99 -0.36 0.17
O 0.16 -0.57 -0.86 -0.48
H -2.17 -0.04 -0.76 0.47
H 1.96 -1.06 -1.35 0.19
H 1.47 -2.08 0.00 0.18